# 1
ORCA calculation (ωB97M-V/def2-TZVPD) on C14H21N4O4Sc as an isolated structure at a distorted geometry.

Properties
Charge: +2
LUMO energy: -6.528 eV
Energy relative to the best compared isomer or geometry (same formula, charge and spin): 0.874 eV

Last column: natural (NBO) charge in e.
Positions of all 44 atoms, in Å:
1 Sc -0.29169 -0.09204 -0.35054  2.08
2 C -1.39394 -3.44175 -2.72154  -0.72
3 C -1.41242 -2.57390 -1.51268  0.66
4 O -0.77558 -1.47145 -1.59777  -0.75
5 C -2.11088 -2.92867 -0.31434  -0.32
6 C -2.97252 -4.04891 -0.30065  -0.09
7 C -3.72769 -4.35069 0.80033  -0.24
8 C -3.63721 -3.53978 1.93617  -0.09
9 C -2.77787 -2.46180 1.97278  -0.31
10 C -1.98989 -2.13496 0.86869  0.48
11 O -1.13441 -1.11348 0.96067  -0.86
12 H -0.70942 -3.01323 -3.44772  0.26
13 H -2.39096 -3.49860 -3.16477  0.28
14 H -1.09341 -4.46011 -2.47487  0.27
15 H -3.04857 -4.66473 -1.18671  0.23
16 H -4.39545 -5.20003 0.79069  0.25
17 H -4.24637 -3.76545 2.80176  0.24
18 H -2.70158 -1.83828 2.85393  0.23
19 N 0.28446 1.52624 1.32273  -0.89
20 C 1.70552 1.87603 0.99110  -0.16
21 C 2.19000 3.19442 1.58435  -0.43
22 C 2.26907 3.32470 3.11605  -0.42
23 C 3.47211 2.66995 3.81778  -0.24
24 N 3.54119 1.19996 3.82856  -0.56
25 C 2.78871 0.39721 4.56293  0.67
26 N 1.83915 0.89384 5.36221  -0.77
27 N 2.93008 -0.92877 4.46342  -0.76
28 C 1.80594 1.90011 -0.56865  0.78
29 O 2.45667 2.71161 -1.14831  -0.51
30 O 1.09144 0.91108 -1.08081  -0.85
31 H -0.25853 2.38164 1.21074  0.40
32 H 0.20342 1.29917 2.30811  0.40
33 H 2.32960 1.03376 1.29359  0.20
34 H 1.52508 3.97814 1.21402  0.24
35 H 3.16819 3.41619 1.15294  0.26
36 H 1.32466 3.02662 3.57984  0.19
37 H 2.38898 4.38756 3.33099  0.26
38 H 3.52264 3.01887 4.85235  0.22
39 H 4.38537 3.00896 3.33372  0.25
40 H 4.28662 0.77839 3.29802  0.43
41 H 1.84892 1.87237 5.60172  0.43
42 H 1.35891 0.28724 6.00756  0.43
43 H 3.68607 -1.33776 3.93937  0.43
44 H 2.43763 -1.54686 5.08674  0.43

Force components x, y, z for each atom (eV/Å):
Sc -0.6 1.2 0.1
C 0.0 0.0 -0.1
C -0.1 -0.2 0.0
O -0.4 -1.1 -0.9
C 0.2 0.3 0.2
C 0.0 0.0 -0.1
C -0.1 -0.1 0.0
C 0.0 0.0 -0.1
C 0.1 0.2 0.0
C -0.2 -0.5 0.1
O -0.8 -1.1 1.3
H 0.0 -0.1 0.0
H 0.0 0.0 0.0
H 0.0 0.0 0.0
H 0.0 0.0 0.0
H 0.0 0.0 0.0
H 0.0 0.0 0.0
H 0.0 0.0 0.0
N 0.4 0.2 -0.1
C -0.1 0.3 -0.3
C 0.1 -0.1 0.2
C 0.1 -0.3 -0.2
C -0.2 0.2 0.0
N 0.0 0.1 -0.3
C 0.0 -0.1 0.1
N 0.1 0.0 0.0
N 0.0 0.0 0.0
C 0.3 0.2 0.9
O -0.1 -0.1 -0.2
O 1.5 0.9 -0.9
H -0.1 0.0 0.0
H -0.1 -0.2 0.0
H 0.0 -0.1 0.2
H 0.0 0.0 0.0
H 0.0 0.0 -0.1
H 0.0 0.0 0.1
H -0.1 0.0 0.1
H 0.1 0.0 0.0
H 0.1 0.0 0.0
H 0.0 -0.1 0.0
H 0.0 0.0 0.0
H 0.0 0.0 0.0
H 0.0 0.1 0.0
H 0.0 0.0 0.0

# 2
ORCA calculation (ωB97M-V/def2-TZVPD) on a 5-piece molecular cluster, C80H60BFIN3O13 overall at a distorted geometry.

Properties
LUMO energy: -1.390 eV

Last column: Mulliken charge in e.
Positions of all 159 atoms, in Å:
1 C -2.57077 2.88117 1.92969  -1.58
2 C -2.18224 2.59592 0.49543  1.21
3 F -2.51393 3.69991 -0.28972  -0.35
4 C -2.90433 1.38066 -0.14819  -1.85
5 C -2.36938 0.10152 0.45746  -0.36
6 C -3.00093 -0.59880 1.46228  -0.30
7 I -4.83797 0.20998 2.19055  0.11
8 C -2.50163 -1.77151 1.98388  1.35
9 C -3.25847 -2.51105 3.06279  -1.71
10 C -3.93524 -3.82237 2.53322  0.04
11 C -4.68842 -3.57919 1.20898  0.02
12 N -6.01822 -4.25485 1.22801  -0.77
13 C -1.29779 -2.23642 1.49602  0.56
14 C -0.62563 -1.53117 0.50750  0.22
15 C -1.15083 -0.38352 -0.02932  0.44
16 C -0.47412 0.38121 -1.12411  0.30
17 C -0.96350 0.27477 -2.40998  -0.37
18 C -0.35262 1.01222 -3.39280  -0.76
19 N 0.67473 1.83075 -3.22126  -0.67
20 C 1.12089 1.88993 -1.97731  -1.07
21 C 0.61466 1.19791 -0.90999  0.13
22 C 0.70566 -2.09937 0.05928  0.08
23 O 1.61338 -1.42274 -0.39663  -0.63
24 C 0.91458 -3.58201 0.22252  0.37
25 C 1.93903 -4.16845 -0.72800  -0.60
26 O 1.37127 -4.77635 -1.89690  -0.26
27 O -0.02170 -4.56719 -1.95348  -0.30
28 C 0.24963 -4.28602 1.13568  0.40
29 B 0.42345 -5.86632 1.30114  0.63
30 O 0.44299 -6.64241 0.13894  -0.49
31 N 0.51345 -6.56533 2.56562  0.07
32 C -0.80300 -6.97588 3.07888  -1.17
33 C 1.33649 -5.86478 3.56713  -0.56
34 C -0.68824 -3.51684 2.02199  -0.07
35 O -0.93576 -3.94229 3.13778  -0.59
36 H -3.62264 3.14226 2.04020  0.29
37 H -1.98488 3.74107 2.26970  0.41
38 H -2.32699 2.04241 2.58435  0.44
39 H -1.10078 2.45926 0.44081  -0.09
40 H -3.97908 1.51046 -0.03472  0.92
41 H -2.68361 1.46878 -1.21001  0.17
42 H -2.58103 -2.76501 3.87494  0.34
43 H -4.05474 -1.91507 3.50505  0.52
44 H -4.60318 -4.15288 3.32782  0.50
45 H -3.12053 -4.52537 2.35769  -0.38
46 H -4.11499 -3.99909 0.38186  0.39
47 H -4.87477 -2.50950 1.08665  -0.01
48 H -6.29328 -4.42774 0.26627  0.26
49 H -6.67903 -3.55905 1.56072  0.26
50 H -1.81596 -0.34272 -2.66267  0.60
51 H -0.75806 0.93617 -4.40050  0.42
52 H 1.96249 2.55468 -1.78608  0.61
53 H 1.01343 1.25225 0.09471  0.48
54 H 2.61815 -3.38621 -1.07420  0.00
55 H 2.56574 -4.91284 -0.22420  0.33
56 H -0.38673 -5.46460 -1.94810  0.30
57 H 1.32649 -7.03387 0.11505  0.26
58 H -1.56175 -6.81393 2.29900  0.38
59 H -0.82690 -8.05095 3.28237  0.32
60 H -1.12406 -6.40160 3.94941  0.30
61 H 0.72468 -5.35780 4.31765  0.24
62 H 2.07575 -5.21433 3.09180  0.29
63 H 1.91600 -6.62439 4.11013  0.00
64 O -3.68961 6.56534 1.31046  -0.68
65 C -4.14995 7.53608 0.74583  0.50
66 C -4.29842 8.83382 1.46193  0.10
67 C -3.88289 8.93322 2.78398  -0.51
68 C -3.98011 10.14311 3.45015  -0.52
69 C -4.49200 11.26067 2.79828  -0.47
70 C -4.92284 11.16290 1.48613  -0.55
71 C -4.83353 9.94965 0.81500  0.20
72 C -5.31755 9.85572 -0.58981  0.53
73 O -5.83148 10.81110 -1.13416  -0.67
74 C -5.15059 8.56502 -1.31236  0.61
75 C -5.56383 8.46832 -2.63555  -0.88
76 C -5.38612 7.28351 -3.33032  -0.47
77 C -4.79339 6.19001 -2.70656  -0.67
78 C -4.39147 6.27659 -1.38431  -0.79
79 C -4.57292 7.46131 -0.68011  0.14
80 H -3.48027 8.06536 3.28844  0.47
81 H -3.65200 10.21960 4.47875  0.41
82 H -4.55602 12.20834 3.31714  0.40
83 H -5.32580 12.02980 0.98025  0.47
84 H -6.01981 9.32083 -3.12137  0.50
85 H -5.70482 7.21023 -4.36224  0.51
86 H -4.64646 5.26811 -3.25481  0.51
87 H -3.93286 5.42528 -0.89900  0.88
88 O 5.84932 -9.10730 10.29449  -0.67
89 C 4.91701 -8.93479 9.53717  0.55
90 C 5.13148 -8.87995 8.06463  0.33
91 C 6.41329 -9.05023 7.55636  -0.65
92 C 6.62107 -9.03922 6.18747  -0.44
93 C 5.54883 -8.85939 5.31917  -0.61
94 C 4.27205 -8.67284 5.82117  -0.48
95 C 4.05881 -8.67639 7.19412  0.22
96 C 2.68336 -8.45663 7.71946  0.56
97 O 1.76122 -8.22634 6.96453  -0.68
98 C 2.46511 -8.53206 9.18990  0.18
99 C 1.18240 -8.36527 9.69693  -0.55
100 C 0.95972 -8.46444 11.05988  -0.47
101 C 2.01801 -8.73131 11.92291  -0.46
102 C 3.30040 -8.88491 11.42380  -0.57
103 C 3.53053 -8.78126 10.05764  0.20
104 H 7.24551 -9.19519 8.23175  0.48
105 H 7.61967 -9.17617 5.79318  0.40
106 H 5.71179 -8.86320 4.24916  0.42
107 H 3.43865 -8.52800 5.14682  0.47
108 H 0.35960 -8.16236 9.02493  0.48
109 H -0.04075 -8.33789 11.45286  0.40
110 H 1.84015 -8.81736 12.98703  0.40
111 H 4.12356 -9.08907 12.09501  0.47
112 O 8.88780 0.41484 -2.66216  -0.67
113 C 8.22645 -0.36799 -2.01172  0.61
114 C 6.74435 -0.25107 -1.95117  0.19
115 C 6.10882 0.75530 -2.66775  -0.76
116 C 4.72640 0.84918 -2.64897  -0.71
117 C 3.97203 -0.06166 -1.91451  -0.14
118 C 4.60166 -1.05402 -1.18720  -0.28
119 C 5.98709 -1.15103 -1.19712  -0.02
120 C 6.64639 -2.21626 -0.39531  0.48
121 O 5.99222 -2.96666 0.30192  -0.71
122 C 8.12770 -2.34723 -0.47169  0.13
123 C 8.75971 -3.35824 0.24174  -0.48
124 C 10.13301 -3.51144 0.15488  -0.50
125 C 10.88175 -2.65499 -0.64620  -0.45
126 C 10.25817 -1.63757 -1.34853  -0.57
127 C 8.88110 -1.47595 -1.26086  0.16
128 H 6.69456 1.45990 -3.24250  0.48
129 H 4.23176 1.63082 -3.21256  0.50
130 H 2.89544 0.00415 -1.90990  0.49
131 H 4.01507 -1.75671 -0.61503  0.50
132 H 8.17626 -4.02628 0.86066  0.47
133 H 10.62320 -4.30185 0.70855  0.40
134 H 11.95410 -2.78202 -0.71994  0.39
135 H 10.84046 -0.96971 -1.96879  0.47
136 O -1.09227 5.34697 -9.47181  -0.66
137 C -2.03523 6.11061 -9.47958  0.62
138 C -2.78879 6.37779 -10.73599  0.16
139 C -2.41614 5.72595 -11.90499  -0.57
140 C -3.13153 5.93619 -13.07166  -0.46
141 C -4.22395 6.79793 -13.07599  -0.48
142 C -4.58931 7.46256 -11.91761  -0.55
143 C -3.87099 7.26028 -10.74571  0.23
144 C -4.26464 7.99541 -9.51236  0.54
145 O -5.17129 8.80209 -9.53343  -0.66
146 C -3.52467 7.71305 -8.25183  0.25
147 C -3.90034 8.36274 -7.08237  -0.78
148 C -3.24186 8.08631 -5.89602  -0.50
149 C -2.20498 7.15837 -5.87197  -0.69
150 C -1.81789 6.51833 -7.03725  -0.65
151 C -2.47158 6.79598 -8.23195  0.28
152 H -1.57002 5.05230 -11.89958  0.47
153 H -2.84231 5.42441 -13.98044  0.40
154 H -4.78896 6.95158 -13.98626  0.40
155 H -5.43514 8.13663 -11.92132  0.47
156 H -4.70976 9.08039 -7.10084  0.49
157 H -3.53726 8.59006 -4.98531  0.72
158 H -1.69820 6.93709 -4.94119  0.46
159 H -1.00969 5.79961 -7.01916  0.51

Force components x, y, z for each atom (eV/Å):
C 0.4 0.5 0.1
C -0.7 -0.6 0.2
F 0.1 0.1 -0.1
C 0.5 0.8 0.4
C -0.2 0.6 -0.9
C -0.9 0.8 0.0
I 0.1 -0.3 -0.1
C -0.8 -0.4 1.4
C -0.4 -0.7 0.1
C 0.8 1.1 -0.2
C -0.9 -0.5 0.7
N 0.4 0.3 -0.3
C 0.4 -0.7 0.1
C 1.3 -0.9 -0.2
C 0.2 0.8 -0.2
C -0.3 -0.9 0.2
C 0.0 -0.1 0.1
C -0.4 0.0 -1.3
N -0.1 -0.2 0.1
C 1.2 1.0 0.3
C -0.6 -0.4 0.6
C 0.3 0.3 0.0
O -0.9 -0.3 0.3
C 0.3 0.2 -0.8
C 0.2 0.1 0.2
O 0.4 -0.2 -0.1
O -0.6 0.4 -0.3
C -0.3 0.2 0.2
B -0.3 -0.6 0.2
O 0.2 1.0 0.0
N 0.2 1.5 0.2
C -0.2 -0.8 -0.8
C 0.1 -1.2 0.4
C 0.1 -0.3 0.5
O 0.2 0.3 -0.7
H 0.0 -0.1 -0.1
H -0.1 -0.1 0.0
H -0.1 0.0 -0.1
H -0.1 0.1 -0.2
H 0.1 -0.1 0.1
H 0.0 -0.3 0.0
H -0.1 0.0 -0.1
H 0.2 0.2 -0.3
H 0.0 -0.3 -0.2
H -0.4 -0.4 0.3
H 0.0 0.3 -0.1
H 0.5 0.0 -0.3
H -0.1 -0.1 0.1
H -0.1 -0.2 0.1
H 0.0 -0.1 0.1
H 0.2 0.1 0.0
H 0.0 0.0 -0.2
H 0.3 0.2 -0.1
H -0.2 0.0 0.1
H -0.2 -0.1 0.0
H 0.3 -0.1 0.3
H -0.4 -0.7 -0.1
H 0.0 0.0 0.2
H 0.0 0.1 0.3
H 0.2 0.0 0.0
H 0.2 0.3 -0.2
H -0.2 0.2 0.1
H 0.0 0.2 0.0
O 0.0 0.0 0.0
C 0.1 -0.3 0.1
C -0.1 0.1 -0.1
C 0.0 0.1 0.2
C 0.0 0.0 0.0
C 0.0 -0.1 0.0
C 0.0 0.1 0.1
C 0.1 -0.1 0.0
C -0.1 0.3 -0.2
O 0.0 0.0 0.0
C 0.1 -0.1 0.1
C 0.0 -0.1 -0.2
C 0.0 0.0 0.1
C 0.0 0.1 0.0
C 0.0 -0.2 -0.1
C 0.0 0.1 -0.1
H 0.0 -0.1 -0.1
H 0.0 0.0 0.0
H 0.0 0.0 0.0
H 0.0 -0.1 -0.1
H 0.0 0.1 0.1
H 0.0 0.0 0.0
H 0.0 0.0 0.0
H 0.0 0.1 0.1
O 0.0 0.0 0.0
C 0.3 0.0 0.2
C -0.1 0.0 -0.1
C 0.1 0.0 -0.1
C -0.1 0.0 0.0
C 0.0 0.0 0.1
C 0.1 0.0 -0.2
C 0.1 0.0 0.1
C -0.2 0.1 -0.2
O 0.0 0.0 0.0
C 0.1 0.0 0.1
C -0.1 0.0 0.1
C 0.1 0.0 0.0
C 0.0 0.0 -0.1
C -0.1 0.0 0.2
C -0.1 0.0 -0.1
H -0.1 0.0 0.1
H 0.0 0.0 0.0
H 0.0 0.0 0.0
H -0.1 0.0 0.1
H 0.1 0.0 -0.1
H 0.0 0.0 0.0
H 0.0 0.0 0.0
H 0.1 0.0 -0.1
O 0.0 0.0 0.0
C 0.1 0.2 -0.2
C 0.0 -0.1 0.1
C -0.1 0.1 -0.1
C 0.0 -0.1 0.0
C 0.1 0.1 -0.1
C 0.0 0.0 0.0
C 0.1 0.1 -0.1
C -0.2 -0.2 0.2
O 0.0 0.0 0.0
C 0.0 0.1 -0.1
C 0.1 -0.1 0.1
C 0.0 0.0 0.0
C -0.1 0.0 0.0
C 0.2 -0.1 0.0
C -0.1 -0.1 0.1
H 0.1 -0.1 0.0
H 0.0 0.0 0.0
H 0.0 -0.1 0.0
H 0.1 0.0 0.1
H -0.1 0.1 0.0
H 0.0 0.0 0.0
H 0.0 0.0 0.0
H -0.1 0.1 0.0
O 0.0 0.0 0.0
C 0.3 -0.2 0.0
C -0.1 0.1 0.0
C 0.0 -0.1 -0.2
C 0.0 0.0 0.0
C 0.1 0.0 0.0
C -0.1 0.0 -0.2
C 0.1 -0.1 0.0
C -0.2 0.2 0.0
O 0.0 0.0 0.0
C 0.1 -0.1 0.0
C 0.0 0.0 0.2
C 0.1 0.0 0.0
C 0.0 0.0 0.0
C 0.1 0.0 0.2
C -0.1 0.1 0.0
H 0.0 0.0 0.1
H 0.0 0.0 0.0
H 0.0 0.0 0.0
H 0.0 0.0 0.1
H 0.0 0.0 -0.1
H 0.0 0.0 0.0
H 0.0 0.0 0.0
H 0.0 0.0 -0.1